1.
# C26H84N4O16

A cluster of 16 separate species, C26H84N4O16 in total at a distorted geometry (ωB97M-V/def2-TZVPD, the OMol25 dataset).

CARTESIAN COORDINATES (ANGSTROEM)
C 2.81 2.98 -1.49
C 2.06 4.27 -1.77
O 1.82 4.91 -0.54
H 2.13 2.34 -0.98
H 3.60 3.17 -0.77
H 3.22 2.50 -2.40
H 1.15 4.07 -2.36
H 2.71 4.91 -2.41
H 1.98 5.88 -0.59
C -1.16 -0.02 0.28
C 0.25 -0.04 -0.31
O 0.56 -1.26 -0.93
H -1.29 1.01 0.68
H -1.33 -0.67 1.09
H -1.95 -0.18 -0.49
H 0.98 0.20 0.55
H 0.32 0.74 -1.14
H 1.38 -1.15 -1.48
C -5.26 -1.11 -3.31
C -4.46 0.08 -2.97
O -3.07 -0.29 -3.03
H -4.99 -1.96 -2.64
H -5.25 -1.48 -4.37
H -6.26 -0.85 -2.98
H -4.69 0.41 -1.97
H -4.65 0.90 -3.66
H -2.59 0.57 -2.84
C 1.94 -1.22 5.34
C 1.45 0.18 5.10
O 1.06 0.37 3.73
H 1.15 -1.93 5.32
H 2.41 -1.21 6.27
H 2.71 -1.67 4.67
H 2.19 0.79 5.57
H 0.58 0.42 5.66
H 1.77 0.38 3.14
C -5.87 -1.74 1.10
C -4.42 -1.82 0.75
O -4.10 -3.16 0.48
H -6.22 -0.70 0.96
H -6.05 -1.81 2.17
H -6.50 -2.42 0.55
H -3.76 -1.53 1.60
H -4.26 -1.32 -0.22
H -3.48 -3.24 -0.28
C -2.51 -4.70 -2.15
C -1.99 -3.22 -2.02
O -1.68 -3.06 -0.75
H -2.82 -4.99 -3.15
H -3.44 -4.74 -1.56
H -1.82 -5.39 -1.87
H -2.73 -2.43 -2.31
H -1.07 -3.02 -2.56
H -1.06 -2.30 -0.76
C 5.35 0.06 1.29
C 4.04 0.80 1.25
O 3.28 0.36 2.32
H 5.95 0.44 0.40
H 5.21 -1.02 1.13
H 5.90 0.07 2.22
H 3.44 0.64 0.37
H 4.29 1.85 1.26
H 3.78 0.43 3.11
C 1.70 -3.95 -2.64
C 1.55 -4.38 -1.23
O 2.72 -3.80 -0.67
H 2.54 -4.33 -3.22
H 1.82 -2.89 -2.62
H 0.87 -4.32 -3.26
H 1.48 -5.49 -1.12
H 0.57 -4.01 -0.88
H 2.52 -3.35 0.09
C -1.78 2.16 -4.84
C -1.06 2.54 -3.55
O -1.60 1.80 -2.48
H -2.85 2.13 -4.71
H -1.64 1.19 -5.31
H -1.49 2.81 -5.67
H -1.36 3.55 -3.45
H -0.03 2.49 -3.70
H -1.31 2.25 -1.68
C -2.81 3.41 0.23
C -1.49 4.09 0.31
O -0.49 3.23 -0.20
H -2.76 2.59 0.99
H -2.90 2.79 -0.66
H -3.73 4.04 0.34
H -1.38 4.37 1.33
H -1.48 4.93 -0.39
H 0.37 3.71 -0.17
C 4.48 -0.95 -1.92
O 3.12 -0.73 -1.78
N 5.04 -2.07 -1.50
N 5.36 -0.14 -2.48
H 4.41 -2.68 -1.08
H 5.96 -2.38 -1.50
H 4.99 0.61 -3.11
H 6.33 -0.31 -2.49
C -1.80 2.46 4.00
O -2.87 3.26 3.91
N -0.86 2.56 4.88
N -1.53 1.52 3.11
H -0.89 3.42 5.47
H -0.03 1.98 4.84
H -2.25 1.35 2.39
H -0.62 1.17 3.02
C -1.51 -1.70 3.95
O -1.67 -0.82 5.02
H -2.43 -1.78 3.37
H -1.31 -2.66 4.37
H -0.85 -1.36 3.20
H -2.00 -0.02 4.65
C 1.45 -2.49 1.87
O 2.78 -2.21 1.57
H 1.30 -2.69 2.89
H 1.21 -3.32 1.30
H 0.80 -1.63 1.66
H 2.95 -1.31 1.85
C 0.57 -0.65 -4.14
O 1.66 0.27 -3.74
H 1.10 -1.54 -4.56
H 0.07 -0.15 -4.91
H -0.14 -0.92 -3.37
H 2.06 -0.11 -2.92
C 1.72 3.32 2.51
O 0.58 4.17 2.90
H 1.47 2.76 1.65
H 1.93 2.58 3.25
H 2.69 3.81 2.33
H -0.05 3.73 3.42

Highest occupied orbital energy, eV: -8.9
Frontier orbital gap, eV: 8.88


2.
# C27H11Cl65N2

A structure of composition C27H11Cl65N2 at a distorted geometry (ωB97M-V/def2-TZVPD, the OMol25 dataset).

CARTESIAN COORDINATES (ANGSTROEM)
C -3.62 -0.69 2.73
C -3.33 -0.91 4.30
Cl -4.76 -0.14 5.20
C -1.90 -0.37 4.80
C -0.74 -0.48 3.69
C 0.28 -1.65 3.76
N 1.37 -1.88 2.87
C 1.36 -0.86 1.85
C 2.49 -0.96 0.75
C 2.60 0.08 -0.46
C 1.52 1.23 -0.58
C 0.43 1.32 0.51
C 0.34 0.29 1.72
N -0.72 0.51 2.67
H -3.41 0.42 2.49
H -4.68 -0.99 2.41
H -2.90 -1.33 2.11
H -3.37 -2.05 4.48
H -1.62 -0.96 5.73
H -2.03 0.75 5.07
H 0.14 -2.41 4.62
H 3.29 -1.83 0.81
H 3.39 0.05 -1.28
H 1.50 2.00 -1.42
H -0.38 2.14 0.46
C -7.79 -2.16 3.53
Cl -8.51 -2.34 5.15
Cl -7.58 -0.43 3.17
Cl -6.21 -2.97 3.50
Cl -8.86 -2.89 2.32
C 6.24 -1.93 -0.47
Cl 4.64 -1.18 -0.22
Cl 6.68 -2.89 0.96
Cl 6.17 -3.00 -1.90
Cl 7.46 -0.67 -0.74
C -9.80 -2.33 -2.00
Cl -8.23 -1.79 -1.38
Cl -10.79 -0.92 -2.42
Cl -9.55 -3.33 -3.45
Cl -10.63 -3.29 -0.76
C 3.86 -0.92 -4.42
Cl 2.67 0.35 -4.08
Cl 3.35 -2.44 -3.63
Cl 3.98 -1.18 -6.17
Cl 5.44 -0.43 -3.78
C -3.45 1.80 -1.34
Cl -2.70 1.49 0.24
Cl -2.20 1.76 -2.60
Cl -4.67 0.56 -1.68
Cl -4.22 3.40 -1.33
C -5.26 -4.41 -0.32
Cl -4.93 -5.96 0.50
Cl -5.75 -4.73 -2.00
Cl -6.57 -3.56 0.53
Cl -3.79 -3.41 -0.30
C 4.15 4.00 -4.43
Cl 5.72 4.55 -3.82
Cl 3.15 5.40 -4.86
Cl 4.39 2.99 -5.87
Cl 3.32 3.05 -3.17
C -4.65 4.44 2.52
Cl -4.76 2.68 2.66
Cl -4.37 5.15 4.13
Cl -3.31 4.87 1.44
Cl -6.17 5.08 1.86
C 2.35 -0.80 -10.17
Cl 1.74 -2.22 -9.29
Cl 1.02 -0.07 -11.10
Cl 2.98 0.39 -9.02
Cl 3.65 -1.30 -11.28
C 2.89 8.17 -1.73
Cl 2.73 8.37 0.03
Cl 1.58 9.05 -2.55
Cl 4.46 8.82 -2.26
Cl 2.79 6.45 -2.14
C 5.97 1.21 2.82
Cl 6.11 2.56 3.96
Cl 4.53 0.24 3.21
Cl 5.83 1.84 1.17
Cl 7.42 0.19 2.94
C 9.28 7.12 -3.29
Cl 7.70 7.90 -3.04
Cl 9.71 6.16 -1.86
Cl 9.19 6.06 -4.71
Cl 10.52 8.37 -3.56
C 2.88 -0.64 -15.44
Cl 2.17 -0.81 -13.82
Cl 3.08 1.08 -15.82
Cl 4.47 -1.45 -15.48
Cl 1.81 -1.39 -16.65
C -6.02 -7.04 5.24
Cl -5.92 -6.43 3.58
Cl -4.44 -7.70 5.73
Cl -6.47 -5.72 6.33
Cl -7.25 -8.33 5.32
C 5.04 3.25 8.07
Cl 6.25 4.36 7.40
Cl 3.87 2.82 6.81
Cl 5.85 1.78 8.65
Cl 4.20 4.04 9.42
C -2.74 -8.01 9.56
Cl -3.35 -9.44 10.43
Cl -4.06 -7.26 8.64
Cl -2.10 -6.84 10.74
Cl -1.44 -8.51 8.45

Highest occupied orbital energy, eV: -8.6
Frontier orbital gap, eV: 7.45


3.
# C27H17BiN2O11P

A structure of composition C27H17BiN2O11P (ωB97M-V/def2-TZVPD, the OMol25 dataset).

CARTESIAN COORDINATES (ANGSTROEM)
Bi 0.18 -0.16 -0.29
O 3.89 -1.49 0.63
C 3.11 -0.64 1.01
O 2.35 0.09 0.25
C 3.05 -0.31 2.49
C 4.26 -0.34 3.18
C 4.34 0.04 4.51
C 3.19 0.44 5.19
C 1.98 0.44 4.53
C 1.89 0.07 3.18
P 0.23 0.00 2.44
C -0.56 1.51 3.05
C -1.85 1.54 3.57
C -2.44 2.75 3.91
C -1.75 3.93 3.73
C -0.46 3.91 3.21
C 0.13 2.71 2.87
C -0.61 -1.39 3.26
C -1.91 -1.72 2.87
C -2.56 -2.80 3.46
C -1.92 -3.56 4.43
C -0.62 -3.25 4.80
C 0.04 -2.17 4.22
H 5.14 -0.65 2.64
H 5.29 0.02 5.02
H 3.24 0.74 6.23
H 1.08 0.74 5.06
H -2.41 0.62 3.70
H -3.45 2.76 4.29
H -2.22 4.88 3.98
H 0.09 4.84 3.05
H 1.12 2.71 2.43
H -2.40 -1.16 2.09
H -3.57 -3.04 3.15
H -2.42 -4.41 4.88
H -0.10 -3.86 5.53
H 1.05 -1.96 4.50
O -4.01 0.86 0.58
C -2.83 1.08 0.41
O -1.94 0.13 0.38
C -2.36 2.52 0.27
C -3.34 3.47 0.46
C -3.07 4.82 0.36
C -1.79 5.27 0.07
C -0.81 4.33 -0.07
C -1.01 2.92 0.01
O -0.01 2.14 -0.19
N 0.55 4.85 -0.29
O 1.43 4.45 0.44
O 0.70 5.68 -1.16
N -4.13 5.80 0.58
O -3.84 6.98 0.48
O -5.24 5.39 0.85
H -4.34 3.12 0.67
H -1.58 6.33 -0.02
O -0.19 -2.68 -1.57
C 0.16 -3.07 -0.46
O 0.33 -2.30 0.56
H 0.34 -4.14 -0.27

Net charge: -1
Highest occupied orbital energy, eV: -6.2
Frontier orbital gap, eV: 8.25


4.
# C27H17Br2Cl2IN3OW

A structure of composition C27H17Br2Cl2IN3OW (ωB97M-V/def2-TZVPD, the OMol25 dataset).

CARTESIAN COORDINATES (ANGSTROEM)
W -0.48 0.29 -0.62
Cl -2.05 -0.10 -5.30
C -0.44 0.01 -4.79
C 0.61 -0.05 -5.73
C 1.92 0.05 -5.33
Cl 3.16 -0.01 -6.49
C 2.27 0.20 -3.95
C 3.56 0.34 -3.43
C 3.74 0.49 -2.07
C 2.64 0.51 -1.23
N 1.38 0.38 -1.68
C 1.20 0.23 -3.03
C -0.13 0.13 -3.44
O -1.04 0.16 -2.45
H 0.37 -0.16 -6.78
H 4.41 0.32 -4.10
H 4.73 0.61 -1.65
H 2.76 0.63 -0.16
Br 0.79 -3.34 5.63
C 0.61 -1.98 4.36
C -0.48 -1.12 4.41
C -0.63 -0.14 3.44
C 0.31 -0.03 2.43
C 1.42 -0.87 2.38
C 1.58 -1.84 3.36
N 0.10 0.94 1.38
C 0.01 2.19 1.66
C -0.38 3.08 0.57
C -0.46 4.45 0.70
C -0.86 5.21 -0.39
C -1.18 4.56 -1.58
C -1.08 3.17 -1.64
N -0.69 2.44 -0.59
H -1.20 -1.22 5.21
H -1.49 0.52 3.47
H 2.17 -0.76 1.61
H 2.44 -2.49 3.35
H 0.19 2.56 2.66
H -0.21 4.92 1.65
H -0.94 6.28 -0.32
H -1.51 5.10 -2.45
H -1.33 2.64 -2.54
Br -0.11 -2.29 -0.33
C -1.33 -2.83 1.07
C -0.99 -3.97 1.76
C -1.85 -4.43 2.75
C -3.02 -3.74 3.03
C -3.35 -2.58 2.33
C -2.49 -2.13 1.34
I -3.05 -0.38 0.31
H -0.08 -4.51 1.53
H -1.60 -5.32 3.30
H -3.69 -4.10 3.80
H -4.26 -2.05 2.56

2S+1: 3
Net charge: +3
Highest occupied orbital energy (alpha / beta), eV: -16.4 / -16.5
Frontier orbital gap (alpha / beta), eV: 5.15 / 5.67


5.
# C27H18N2O9V

A structure of composition C27H18N2O9V at a distorted geometry (ωB97M-V/def2-TZVPD, the OMol25 dataset).

CARTESIAN COORDINATES (ANGSTROEM)
V 0.75 -0.95 -0.17
O 6.46 -3.07 0.43
C 5.18 -2.64 0.30
C 4.19 -3.01 1.21
C 2.92 -2.53 1.01
N 2.65 -1.72 -0.01
C 3.58 -1.39 -0.91
C 4.87 -1.83 -0.78
C 2.99 -0.53 -2.02
O 3.71 -0.20 -2.95
O 1.74 -0.29 -1.84
C 1.69 -2.82 1.85
O 1.79 -3.58 2.80
O 0.63 -2.25 1.40
H 6.53 -3.62 1.22
H 4.39 -3.66 2.06
H 5.62 -1.55 -1.51
O -1.46 1.08 -1.50
C -1.77 -0.09 -1.37
O -0.98 -1.05 -0.99
C -3.19 -0.53 -1.65
C -3.58 -1.85 -1.43
C -4.90 -2.26 -1.66
C -5.77 -1.31 -2.12
O -7.10 -1.46 -2.43
C -7.56 -0.17 -2.84
O -6.46 0.73 -2.80
C -5.38 0.00 -2.34
C -4.10 0.42 -2.12
H -2.85 -2.55 -1.06
H -5.21 -3.28 -1.49
H -8.34 0.18 -2.16
H -7.94 -0.23 -3.86
H -3.77 1.44 -2.27
C -1.77 1.75 3.94
C -2.01 0.63 3.15
C -1.15 0.28 2.13
C 0.00 1.04 1.87
C 0.23 2.17 2.67
C -0.65 2.51 3.69
N 0.89 0.68 0.87
C 1.79 1.65 0.37
C 1.34 2.68 -0.46
C 2.24 3.59 -0.98
C 3.59 3.49 -0.69
C 4.04 2.48 0.14
C 3.14 1.57 0.67
H -2.46 2.02 4.74
H -2.89 0.02 3.33
H -1.36 -0.58 1.52
H 1.11 2.78 2.49
H -0.44 3.39 4.29
H 0.29 2.71 -0.72
H 1.88 4.37 -1.64
H 4.29 4.20 -1.12
H 5.10 2.39 0.36
H 3.48 0.77 1.33

2S+1: 3
Net charge: -1
Highest occupied orbital energy (alpha / beta), eV: -4.8 / -4.9
Frontier orbital gap (alpha / beta), eV: 7.06 / 7.16


6.
# C27H19AlBrN4O

A structure of composition C27H19AlBrN4O at a distorted geometry (ωB97M-V/def2-TZVPD, the OMol25 dataset).

CARTESIAN COORDINATES (ANGSTROEM)
Al 1.12 -1.16 -0.57
N 2.56 -2.33 -1.16
C 2.25 -3.78 -1.11
C 3.37 -4.60 -1.14
C 3.26 -5.97 -1.21
C 1.99 -6.52 -1.30
C 0.88 -5.70 -1.24
C 0.95 -4.30 -1.09
C -0.33 -3.54 -0.96
C -1.51 -4.24 -0.66
C -2.74 -3.62 -0.69
C -2.85 -2.27 -1.00
C -1.68 -1.54 -1.18
C -0.42 -2.15 -1.16
H 2.84 -2.13 -2.12
H 3.40 -2.18 -0.59
H 4.36 -4.15 -1.10
H 4.14 -6.59 -1.23
H 1.86 -7.58 -1.42
H -0.09 -6.16 -1.34
H -1.47 -5.28 -0.37
H -3.63 -4.19 -0.47
H -3.82 -1.79 -1.06
H -1.75 -0.47 -1.35
Br -5.33 4.50 -0.55
C -3.68 4.70 0.36
C -2.96 5.87 0.22
C -1.75 6.01 0.89
C -1.25 4.96 1.66
C -2.01 3.79 1.82
C -3.22 3.66 1.17
N -0.02 5.22 2.32
N 0.78 4.34 2.65
C 0.81 3.00 2.23
C 0.94 2.02 3.19
C 1.09 0.67 2.86
C 1.19 0.28 1.55
O 1.40 -0.98 1.12
C 1.08 1.27 0.54
N 1.17 0.81 -0.75
C 1.12 1.68 -1.74
C 1.01 3.05 -1.52
C 0.92 3.53 -0.23
C 0.91 2.64 0.85
H -3.34 6.68 -0.38
H -1.17 6.91 0.81
H -1.67 3.00 2.47
H -3.82 2.77 1.29
H 0.88 2.32 4.23
H 1.16 -0.08 3.64
H 1.19 1.29 -2.75
H 1.00 3.73 -2.36
H 0.88 4.60 -0.07

Net charge: +1
Highest occupied orbital energy, eV: -10.6
Frontier orbital gap, eV: 6.79


DFT total energy (computed, a.u.): -2463.64298, -31056.91720, -2532.26001, -7710.88786, -2770.64554, -4150.88765
M (computed, g/mol): 709.0, 2667.8, 785.4, 940.9, 565.4, 522.4